[1]
Density functional theory data (ωB97M-V/def2-TZVPD) for C36H33N3O7PS5Yb as an isolated structure.

CARTESIAN COORDINATES (ANGSTROEM)
Yb 1.22285 0.46473 1.45295
S -0.27732 1.99482 3.26428
S 1.11629 2.26943 4.76170
S 2.69396 3.20769 3.82111
S 3.54040 1.78031 2.61629
O 4.88399 -0.72334 -0.53401
C 3.73551 -0.32655 -0.58871
O 2.83407 -0.41792 0.33967
C 3.17247 0.30048 -1.87485
P 1.35757 0.42497 -1.61218
C 0.78114 -1.32331 -1.80339
C -0.59157 -1.49975 -1.99746
C -1.14988 -2.76482 -2.09085
C -0.34219 -3.89117 -1.99026
C 1.02462 -3.73203 -1.81417
C 1.58384 -2.46022 -1.71888
C 0.78564 0.98778 -3.28951
C 0.90137 0.20507 -4.44049
C 0.52648 0.70674 -5.67922
C 0.02383 2.00052 -5.78811
C -0.10723 2.78457 -4.65226
C 0.27096 2.28116 -3.40874
H 3.46203 -0.27784 -2.74992
H 3.57216 1.30815 -1.97988
H -1.22857 -0.62294 -2.07719
H -2.22034 -2.87722 -2.22881
H -0.77442 -4.88516 -2.02541
H 1.66543 -4.60352 -1.73040
H 2.65304 -2.37433 -1.56638
H 1.27701 -0.80899 -4.36085
H 0.62078 0.08604 -6.56370
H -0.27062 2.38924 -6.75818
H -0.51418 3.78784 -4.72797
H 0.13988 2.87680 -2.50872
C -2.60581 -0.89724 3.68302
C -3.30644 0.06770 2.72294
C -3.02574 -0.03411 1.18841
C -3.62971 -1.29523 0.51438
C -3.07274 -2.66940 0.89582
C -3.81149 1.14138 0.60890
O -5.02904 1.19641 0.65908
N -3.09116 2.14118 0.02865
C -1.68987 2.22448 -0.07770
O -1.23300 3.23615 -0.58731
N -0.96924 1.15218 0.34472
C -1.53360 0.07488 0.90066
O -0.75421 -0.85062 1.22023
H -2.67678 -0.48650 4.69274
H -1.54331 -0.99948 3.46770
H -3.06664 -1.88700 3.68770
H -3.03158 1.08017 3.02583
H -4.39074 -0.01624 2.82120
H -3.51601 -1.16621 -0.56918
H -4.69844 -1.25282 0.71790
H -1.99152 -2.71596 0.77483
H -3.52272 -3.42839 0.24803
H -3.31193 -2.93035 1.92630
H -3.60037 2.94367 -0.30353
N 1.56880 2.67978 0.61881
C 1.43422 3.80816 0.67352
C 1.16575 5.21762 0.75137
C 1.47060 6.04486 -0.32489
C 1.20642 7.40390 -0.24053
C 0.63193 7.92998 0.90921
C 0.31904 7.09465 1.97471
C 0.58615 5.73650 1.90433
H 1.90608 5.61494 -1.21710
H 1.44879 8.05221 -1.07420
H 0.42519 8.99228 0.97307
H -0.12770 7.50524 2.87354
H 0.36637 5.06313 2.72575
O 2.02720 -7.39623 0.01219
C 0.92751 -6.76204 0.51785
O -0.14045 -7.29358 0.36148
C 1.15491 -5.47926 1.21544
C 2.40945 -4.87810 1.36346
C 2.55454 -3.66242 2.00128
C 1.44928 -2.97894 2.54238
S 1.67233 -1.47075 3.39142
C 0.18748 -3.58552 2.37749
C 0.04889 -4.80004 1.73420
H 2.80524 -6.86452 0.20623
H 3.31463 -5.33781 0.97185
H 3.53103 -3.20210 2.08932
H -0.68138 -3.07353 2.76947
H -0.92921 -5.25428 1.61152

Properties
- Highest occupied orbital energy (alpha / beta): -1.53 / -1.53 eV
- Lowest unoccupied orbital energy (alpha / beta): 4.0 / 4.0 eV
- Spin multiplicity: 2
- Charge: -2
- ⟨S²⟩: 0.75

[2]
Density functional theory data (ωB97M-V/def2-TZVPD) for C31H30BrCsN4O7 as an isolated structure.

CARTESIAN COORDINATES (ANGSTROEM)
Cs -0.23058 0.11465 -0.24335
O -1.32121 -2.99385 1.25887
C -2.48717 -3.31420 0.53287
C -3.56237 -2.25341 0.68409
N -3.18060 -1.02346 0.01516
C -3.64128 -0.96169 -1.36912
C -2.74910 -0.03025 -2.23108
O -3.23206 1.06000 -2.58950
O -1.57955 -0.45741 -2.42236
C -3.46121 0.16958 0.79100
C -2.58082 0.35238 2.05962
O -2.97614 1.20088 2.87005
O -1.51068 -0.32619 2.11350
H -1.37328 -2.04973 1.53246
H -2.86707 -4.27873 0.89640
H -2.24775 -3.43202 -0.53298
H -3.69342 -2.05430 1.75144
H -4.52697 -2.63546 0.30587
H -4.69155 -0.63210 -1.43122
H -3.56034 -1.96780 -1.78727
H -4.51838 0.24295 1.09330
H -3.27422 1.03941 0.15292
Br 2.47217 9.04345 2.34311
C 3.73216 7.61615 2.39201
C 4.62871 7.54616 3.44845
C 5.55528 6.52465 3.47079
C 5.59938 5.53941 2.47121
C 4.67281 5.63287 1.42446
C 3.75184 6.67223 1.38198
N 6.68957 4.66838 2.55188
N 6.76412 3.51920 1.99838
C 5.78310 2.68599 1.56931
C 6.29039 1.69157 0.68695
C 5.53323 0.79421 0.00396
C 4.10211 0.74775 0.17196
O 3.36372 -0.01764 -0.44440
C 3.55510 1.67472 1.21854
N 2.25182 1.51470 1.47206
C 1.68733 2.21689 2.43432
C 2.42279 3.07744 3.25066
C 3.76266 3.25830 2.99529
C 4.37469 2.59135 1.91850
H 4.60637 8.29030 4.23364
H 6.28946 6.46263 4.26450
H 4.66524 4.89258 0.63558
H 3.03701 6.73574 0.57162
H 7.36597 1.72229 0.54772
H 5.97810 0.08601 -0.68365
H 0.62224 2.06421 2.58650
H 1.94172 3.58849 4.07502
H 4.34648 3.89638 3.64110
C -0.21778 9.69169 -0.06371
C -0.03891 8.20764 -0.22338
C 0.91041 7.69552 -1.09804
C 1.07967 6.32806 -1.25989
C 2.15550 5.84560 -2.20458
C 0.26866 5.44621 -0.52519
C 0.46326 3.99139 -0.70639
O -0.15600 3.13107 -0.12948
C -0.69490 5.94281 0.37217
C -1.58115 5.05694 1.20101
C -0.82336 7.32129 0.49912
H 0.67789 10.23095 -0.37200
H -0.42923 9.94800 0.97507
H -1.05327 10.04928 -0.67097
H 1.54795 8.37703 -1.65160
H 2.66534 6.70012 -2.64885
H 1.75162 5.23737 -3.01480
H 2.90749 5.24287 -1.69188
H 1.24776 3.69996 -1.42520
H -0.99939 4.39638 1.84312
H -2.18904 4.39710 0.58304
H -2.23572 5.66753 1.82288
H -1.55542 7.71102 1.19872

Properties
- Highest occupied orbital energy: -2.27 eV
- Lowest unoccupied orbital energy: 3.5 eV
- Spin multiplicity: 1
- Charge: -2

[3]
Density functional theory data (ωB97M-V/def2-TZVPD) for a 7-piece molecular cluster, C27H40Cl4N6 overall.

CARTESIAN COORDINATES (ANGSTROEM)
C 5.30245 3.24401 -3.09008
C 4.20760 2.89390 -2.08385
N 3.83366 1.47971 -2.13217
C 2.44804 1.20681 -1.81511
C 2.00018 -0.23788 -2.15798
C 4.78878 0.58380 -1.50144
C 5.48029 -0.35680 -2.49348
H 5.25370 4.33182 -3.15901
H 5.21153 2.73404 -4.04688
H 6.26121 2.89747 -2.69508
H 4.56084 3.21900 -1.09561
H 3.27289 3.40806 -2.31789
H 2.13945 1.33978 -0.76698
H 1.81699 1.85249 -2.43159
H 2.34154 -0.63757 -3.11158
H 2.33791 -0.87907 -1.34185
H 0.91100 -0.28059 -2.18709
H 4.33032 -0.07601 -0.75443
H 5.50971 1.18116 -0.93045
H 4.72013 -0.91897 -3.03799
H 6.10319 -1.12326 -2.02913
H 6.03509 0.23138 -3.22622
C -0.90934 -1.57075 1.23147
Cl 0.83330 -1.60743 1.72541
Cl -1.82414 -1.09496 2.64399
Cl -1.12973 -0.39234 -0.04102
Cl -1.36424 -3.17572 0.62301
N 0.16949 4.34255 -2.83475
C 0.22969 4.39428 -1.46868
C -0.51385 3.32049 -1.01081
C -0.92904 2.56081 -2.11504
C -0.52874 3.25980 -3.24656
H 0.53250 5.01790 -3.48195
H 0.58886 5.28041 -0.97447
H -0.66519 3.18765 0.05049
H -1.54014 1.67781 -2.02378
H -0.78097 3.10288 -4.28178
N -0.41455 -2.17647 -4.72673
C -0.95319 -1.03685 -4.22470
C -1.93417 -1.41598 -3.31985
C -1.97412 -2.81464 -3.30585
C -1.03799 -3.28914 -4.18976
H 0.14992 -2.18476 -5.55709
H -0.87368 -0.02898 -4.59739
H -2.48767 -0.71958 -2.71152
H -2.64220 -3.35536 -2.65227
H -0.70064 -4.27307 -4.45833
N -5.11965 2.69507 0.41136
C -6.27763 1.98564 0.52204
C -6.02640 0.65131 0.24245
C -4.64956 0.58546 -0.11840
C -4.13059 1.82825 0.00007
H -5.03053 3.67203 0.60679
H -7.24690 2.40173 0.74460
H -6.81435 -0.08057 0.27560
H -4.05707 -0.22813 -0.50502
H -3.18154 2.30492 -0.18997
N 2.95882 -1.63063 5.14121
C 2.62119 -1.46450 6.46058
C 2.30219 -0.12732 6.61547
C 2.36550 0.47956 5.34231
C 2.82585 -0.45996 4.45255
H 3.32610 -2.48228 4.76124
H 2.59902 -2.26181 7.18106
H 2.00956 0.39206 7.51217
H 2.07818 1.49233 5.11033
H 3.06544 -0.52603 3.40443
N -5.05745 -3.72253 5.00144
C -3.92451 -3.08422 4.63852
C -3.12706 -4.04217 4.01817
C -3.78237 -5.28472 4.10775
C -4.96589 -5.07132 4.81829
H -5.85644 -3.33763 5.47529
H -3.74966 -2.03329 4.77896
H -2.12907 -3.79169 3.69781
H -3.37822 -6.25040 3.85395
H -5.81359 -5.71099 4.99279

Properties
- Highest occupied orbital energy: -7.96 eV
- Lowest unoccupied orbital energy: 0.5 eV
- Spin multiplicity: 1
- Charge: 0
- Structure (SMILES): ClC(Cl)(Cl)Cl.c1cc[nH]c1.c1cc[nH]c1.c1cc[nH]c1.c1cc[nH]c1.c1cc[nH]c1.CCN(CC)CC

In g/mol, the M values for the records above are, in order, 984.02, 783.41, 590.47.
In Eh/bohr, the max |F| values for the records above are, in order, 0.022, 0.027, 0.038.
In eV, the energy above the lowest of the compared OMol25 structures with the same formula, charge and spin values for the records above are, in order, 0.0000, 0.6930, 1.5986.